Arrangement A

The following is a quantum chemistry calculation of the molecule C8H10, from the Open Molecules 2025 dataset.

XYZ file:
```
18
C8H10, DFT wB97M-V/def2-TZVPD
H -1.876 -0.640 -0.583
C 0.403 -0.725 -0.359
C -0.875 1.007 1.170
C 0.345 -1.911 0.689
H -0.308 1.705 1.907
C 0.842 1.556 -0.790
H -1.073 0.121 1.746
H -0.880 -0.137 -2.078
C -0.956 -0.334 -1.017
C 1.644 -0.990 -1.372
H 1.381 -2.085 1.177
H 0.101 -2.811 0.210
C -0.232 0.696 -0.184
C 1.651 0.263 -1.019
H -0.348 -1.722 1.442
H -1.848 1.555 1.114
H 1.343 2.422 -0.251
H 0.685 2.031 -1.804
```

* orbital gap: 9.6607 eV


Arrangement B

The following is a quantum chemistry calculation of the molecule C8H10, from the Open Molecules 2025 dataset.

XYZ file:
```
18
C8H10, DFT wB97M-V/def2-TZVPD
C -1.973 -1.151 0.205
C 1.653 -0.132 -0.125
C -1.008 -0.056 0.000
H -1.754 -1.674 1.115
H -1.222 0.018 -2.228
H -2.956 -0.617 0.223
H -2.081 -1.593 -0.742
C -0.400 0.680 1.190
H -0.364 -0.003 2.023
C 0.363 0.064 -0.734
C 2.921 -0.660 -0.109
H -0.864 1.579 1.607
H 3.851 -0.297 0.472
C -0.903 0.570 -1.360
H 3.329 -1.528 -0.724
H -0.826 1.683 -1.593
C 0.938 1.003 0.425
H 1.297 2.113 0.354
```

* SMILES: C=C1[C@@H]2C[C@@]3(C)C[C@@]123
* orbital gap: 9.5470 eV


Computed stability ranking, most favorable first: arrangement B, arrangement A